The ion C2H10N3 with charge +1. Source: the OMol25 dataset; level of theory: ωB97M-V with the def2-TZVPD basis set.

Each line ends with the natural charge from an NBO analysis.
Atoms and positions in Å:
N  0.29495  -2.02548  -0.56578  -0.8378
C  0.67503  -0.98977  0.33800  -0.0430
N  -0.52223  -0.10975  0.57986  -0.5213
C  -0.66655  1.03582  -0.44134  -0.0524
N  0.15988  2.08624  -0.02211  -0.8612
H  1.09362  -2.57830  -0.85338  0.4032
H  -0.40124  -2.65849  -0.19660  0.3763
H  1.41019  -0.33498  -0.11728  0.2072
H  1.07634  -1.26650  1.32474  0.1954
H  -1.36938  -0.66505  0.67699  0.4314
H  -0.36947  0.39321  1.47115  0.4468
H  -1.70883  1.33425  -0.38776  0.2228
H  -0.49096  0.58946  -1.42468  0.2240
H  1.09056  2.19503  -0.39834  0.3992
H  -0.27192  2.99433  0.01655  0.4094

Cartesian forces, eV/Å:
N 0.023 0.067 -0.156
C 0.057 0.080 0.367
N 0.423 0.618 0.602
C -0.454 -0.370 -0.319
N 0.507 0.576 0.216
H -0.045 0.107 -0.147
H 0.055 -0.124 0.208
H 0.221 -0.046 -0.146
H -0.296 -0.177 -0.140
H -0.097 -0.106 -0.147
H -0.170 -0.271 -0.342
H -0.075 0.042 -0.033
H 0.198 -0.001 0.180
H -0.117 -0.368 -0.254
H -0.229 -0.026 0.111

## Properties
SMILES string: NC[NH2+]CN
LUMO in Ha: -0.11493
Net charge: +1
Total energy in eV: -6699.94347
Energy relative to the best compared isomer or geometry (same formula, charge and spin) in kJ/mol: 105.7